#w
Entry from the OMol25 dataset: 2 unconnected molecules or ions with the total composition C4H8P2 (the ωB97M-V functional and the def2-TZVPD basis).

Results
SMILES string = C1=P#[PH]1.C=CC
LUMO = 0.12 eV

ORCA input file:
```
! RIJCOSX wB97M-V def2-TZVPD def2/J DEFGRID3
* xyz 0 1
P -1.42485 2.05188 1.30076
P 0.05309 2.42716 -0.32264
C -1.26062 1.39550 -0.40295
C 0.22102 -1.00898 0.19378
C -0.67512 -1.15274 -0.73669
C 1.67237 -0.54312 0.11449
H -0.40335 -1.03131 -1.76881
H 1.85811 -0.21651 -0.90138
H -0.68607 0.91322 1.72892
H 2.20207 -1.46204 0.14611
H -1.69807 -1.20838 -0.43509
H 1.99552 0.24317 0.94050
H -0.04999 -1.20044 1.18559
H -1.80410 0.79258 -1.04260
*
```

Want to see where the charge sits? The natural (NBO) charges in e are: number 1, P, carries 0.245; number 2, P, carries 0.396; number 3, C, carries -0.818; number 4, C, carries -0.137; number 5, C, carries -0.418; number 6, C, carries -0.669; number 7, H, carries 0.195; number 8, H, carries 0.213; number 9, H, carries -0.071; number 10, H, carries 0.231; number 11, H, carries 0.205; number 12, H, carries 0.231; number 13, H, carries 0.185; number 14, H, carries 0.212



#x
Entry from the OMol25 dataset: a molecular structure, C4H8P2 (the ωB97M-V functional and the def2-TZVPD basis).

Results
LUMO = 0.25 eV

ORCA input file:
```
! RIJCOSX wB97M-V def2-TZVPD def2/J DEFGRID3
* xyz 0 1
P -0.05212 1.22080 -0.11711
P -0.14532 -1.53319 0.06346
C 1.22798 -0.18370 -0.32344
C -1.18915 -0.25690 -0.25695
C 2.42596 -0.14249 0.64792
C -2.62002 -0.33224 -0.62794
H -3.25385 -0.63940 0.23621
H 3.13811 -1.02662 0.51473
H -0.22095 1.84391 -1.51517
H 1.46596 -0.27632 -1.41277
H -3.10669 0.56062 -1.03487
H 2.85395 0.83593 0.22605
H 2.00974 -0.17648 1.63315
H -2.44795 -1.07524 -1.42851
*
```

Want to see where the charge sits? The natural (NBO) charges in e are: number 1, P, carries 0.550; number 2, P, carries 0.574; number 3, C, carries -0.698; number 4, C, carries -0.631; number 5, C, carries -0.640; number 6, C, carries -0.697; number 7, H, carries 0.236; number 8, H, carries 0.217; number 9, H, carries -0.045; number 10, H, carries 0.235; number 11, H, carries 0.223; number 12, H, carries 0.218; number 13, H, carries 0.215; number 14, H, carries 0.244



How do the energies compare? Relative to the most stable structure, in eV: #w 1.202; #x 0.000.



#w
Entry from the OMol25 dataset: 13 unconnected molecules or ions with the total composition BF4H24O12 (the ωB97M-V functional and the def2-TZVPD basis).

Results
LUMO = 2.32 eV

ORCA input file:
```
! RIJCOSX wB97M-V def2-TZVPD def2/J DEFGRID3
* xyz -1 1
F 23.03200 9.96600 -8.56800
F 22.89200 10.27400 -10.73000
F 21.07500 10.78600 -9.49600
F 22.79700 12.12000 -9.26300
O 20.79500 10.19100 -12.46400
O 19.57600 8.82600 -7.64700
O 21.20100 11.22200 -6.35500
O 20.24100 7.88600 -10.51000
O 23.81800 11.78200 -5.99000
O 20.25700 12.84800 -11.59300
O 18.49400 10.41200 -10.63700
O 22.88400 7.12700 -11.32400
O 22.22100 7.59700 -8.47100
O 21.31500 14.43500 -7.04200
O 22.17900 7.94700 -5.83000
O 19.35400 13.02200 -8.12800
B 22.42300 10.78800 -9.51500
H 19.96300 7.07900 -10.86300
H 22.86500 6.95500 -8.37800
H 21.60300 10.39600 -11.96000
H 20.47900 13.98400 -7.23700
H 23.39200 7.89200 -10.96400
H 20.05700 12.41600 -8.16200
H 19.83300 8.60500 -8.49300
H 19.38900 10.62700 -10.46700
H 24.17600 12.11800 -6.76300
H 22.71900 8.69100 -5.61200
H 21.07300 10.52800 -6.99600
H 18.51200 9.55000 -10.94100
H 20.28100 9.56900 -12.00200
H 18.58400 8.85300 -7.68800
H 21.99300 13.76300 -7.22700
H 21.18500 7.85500 -10.39900
H 20.64200 11.96100 -11.83500
H 20.75000 13.22300 -10.86600
H 23.80600 12.45300 -5.27100
H 22.10700 11.39400 -6.19700
H 22.56900 8.42300 -8.55600
H 18.88300 12.68500 -7.38700
H 22.22700 7.84700 -6.78800
H 23.47400 6.44900 -11.12800
*
```

Want to see where the charge sits? The natural (NBO) charges in e are: number 1, F, carries -0.568; number 2, F, carries -0.575; number 3, F, carries -0.559; number 4, F, carries -0.571; number 5, O, carries -0.974; number 6, O, carries -0.950; number 7, O, carries -1.000; number 8, O, carries -0.982; number 9, O, carries -0.950; number 10, O, carries -0.975; number 11, O, carries -0.938; number 12, O, carries -0.937; number 13, O, carries -0.944; number 14, O, carries -0.988; number 15, O, carries -0.972; number 16, O, carries -0.924; number 17, B, carries 1.329; number 18, H, carries 0.469; number 19, H, carries 0.466; number 20, H, carries 0.491; number 21, H, carries 0.487; number 22, H, carries 0.486; number 23, H, carries 0.490; number 24, H, carries 0.483; number 25, H, carries 0.486; number 26, H, carries 0.489; number 27, H, carries 0.460; number 28, H, carries 0.493; number 29, H, carries 0.448; number 30, H, carries 0.481; number 31, H, carries 0.466; number 32, H, carries 0.463; number 33, H, carries 0.510; number 34, H, carries 0.484; number 35, H, carries 0.470; number 36, H, carries 0.485; number 37, H, carries 0.483; number 38, H, carries 0.488; number 39, H, carries 0.469; number 40, H, carries 0.475; number 41, H, carries 0.457



#x
Entry from the OMol25 dataset: 13 unconnected molecules or ions with the total composition BF4H24O12 (the ωB97M-V functional and the def2-TZVPD basis).

Results
LUMO = 2.41 eV

ORCA input file:
```
! RIJCOSX wB97M-V def2-TZVPD def2/J DEFGRID3
* xyz -1 1
F -28.33479 -1.60159 -6.73677
F -29.13341 -3.34927 -8.03636
F -28.51101 -1.35156 -9.06011
F -26.91960 -2.74776 -8.08618
O -31.67112 -0.71975 -8.01259
O -24.10308 -2.54235 -5.81526
O -25.67254 1.48198 -6.86155
O -29.95777 0.50202 -5.70951
O -25.99680 -4.76472 -6.18293
O -27.98726 -3.88790 -4.33257
O -24.80531 0.01404 -4.71327
O -27.71588 -3.72466 -10.81785
O -30.56278 -3.09386 -11.34269
O -29.99829 0.21133 -10.73464
O -24.26236 -2.47030 -9.04395
O -31.31943 -2.95565 -6.39573
B -28.26423 -2.22282 -7.99347
H -29.76327 -0.20057 -11.57184
H -25.22411 -2.56351 -8.95891
H -26.18725 -4.09434 -6.86858
H -28.51859 -3.12291 -4.08712
H -29.36906 -0.16849 -10.09557
H -24.12298 -2.17599 -9.94938
H -31.87515 -1.52719 -7.49589
H -30.69451 -3.54694 -12.18199
H -31.21079 -1.03168 -8.80387
H -24.63111 0.76560 -4.14101
H -25.33659 1.66777 -7.74451
H -24.51135 -1.79699 -5.32791
H -29.87469 -3.60913 -10.89610
H -26.22716 -5.58241 -6.64082
H -25.13916 0.43428 -5.54583
H -29.54248 -0.34068 -5.49781
H -26.57492 1.14461 -6.99034
H -30.54758 -3.12484 -6.98221
H -27.91840 -3.03276 -10.16270
H -27.64979 -3.69126 -5.21219
H -30.55001 0.30325 -6.45578
H -31.59478 -3.82845 -6.09716
H -27.92294 -4.54999 -10.36253
H -24.24014 -2.33521 -6.74695
*
```

Want to see where the charge sits? The natural (NBO) charges in e are: number 1, F, carries -0.563; number 2, F, carries -0.575; number 3, F, carries -0.569; number 4, F, carries -0.599; number 5, O, carries -0.988; number 6, O, carries -0.969; number 7, O, carries -0.959; number 8, O, carries -0.982; number 9, O, carries -0.939; number 10, O, carries -0.953; number 11, O, carries -0.983; number 12, O, carries -0.953; number 13, O, carries -0.947; number 14, O, carries -0.963; number 15, O, carries -0.966; number 16, O, carries -0.981; number 17, B, carries 1.354; number 18, H, carries 0.465; number 19, H, carries 0.496; number 20, H, carries 0.484; number 21, H, carries 0.459; number 22, H, carries 0.490; number 23, H, carries 0.464; number 24, H, carries 0.496; number 25, H, carries 0.459; number 26, H, carries 0.484; number 27, H, carries 0.467; number 28, H, carries 0.484; number 29, H, carries 0.490; number 30, H, carries 0.480; number 31, H, carries 0.451; number 32, H, carries 0.499; number 33, H, carries 0.479; number 34, H, carries 0.500; number 35, H, carries 0.504; number 36, H, carries 0.488; number 37, H, carries 0.490; number 38, H, carries 0.496; number 39, H, carries 0.472; number 40, H, carries 0.468; number 41, H, carries 0.469



How do the energies compare? Relative to the most stable structure, in eV: #w 1.119; #x 0.000.



#w
Entry from the OMol25 dataset: 11 unconnected molecules or ions with the total composition H23O11 (the ωB97M-V functional and the def2-TZVPD basis).

Results
LUMO = -3.27 eV

ORCA input file:
```
! RIJCOSX wB97M-V def2-TZVPD def2/J DEFGRID3
* xyz 1 1
O -1.81421 2.22094 -1.84144
O 2.84879 0.88294 -0.13244
O 0.14079 0.38994 -0.64044
O -2.51221 -0.63506 0.25456
O 2.19679 -1.91106 -1.83544
O 0.56879 3.23194 -0.98044
O -0.33721 -0.05706 2.10156
O 1.94779 1.87494 2.14756
O -1.52821 -0.92006 -2.16544
O -1.96221 -2.15306 2.65756
O 0.50779 -2.30706 0.36756
H 0.92579 -2.37906 -0.45344
H -0.01021 -0.04806 2.99956
H -1.32421 -1.50806 2.41756
H -1.93721 -2.70506 1.89856
H -1.83621 2.23094 -0.86744
H -0.35821 0.09994 -1.43644
H 2.30379 1.65094 1.27356
H 3.64179 0.24994 -0.14244
H -1.55821 -1.85706 -2.37744
H 1.01379 1.78194 1.93456
H -2.71021 2.51594 -2.06644
H -1.04921 0.56494 2.02756
H -0.03421 -0.13306 0.20456
H 3.34079 1.76394 -0.07444
H 3.05579 -1.66506 -1.50444
H 1.14079 0.46594 -0.71244
H 1.03479 -2.92006 0.83256
H -3.32021 -0.21806 0.46256
H 0.34379 3.54494 -0.06244
H -2.02921 -0.83106 -1.32744
H -2.72921 -1.53406 0.41456
H -0.31721 3.17294 -1.37444
H 2.35579 -2.86106 -1.99944
*
```

Want to see where the charge sits? The natural (NBO) charges in e are: number 1, O, carries -0.938; number 2, O, carries -0.975; number 3, O, carries -0.847; number 4, O, carries -0.947; number 5, O, carries -0.945; number 6, O, carries -0.961; number 7, O, carries -0.965; number 8, O, carries -0.937; number 9, O, carries -0.975; number 10, O, carries -0.937; number 11, O, carries -0.964; number 12, H, carries 0.480; number 13, H, carries 0.518; number 14, H, carries 0.472; number 15, H, carries 0.448; number 16, H, carries 0.462; number 17, H, carries 0.575; number 18, H, carries 0.462; number 19, H, carries 0.505; number 20, H, carries 0.492; number 21, H, carries 0.448; number 22, H, carries 0.495; number 23, H, carries 0.489; number 24, H, carries 0.584; number 25, H, carries 0.519; number 26, H, carries 0.473; number 27, H, carries 0.578; number 28, H, carries 0.477; number 29, H, carries 0.495; number 30, H, carries 0.461; number 31, H, carries 0.490; number 32, H, carries 0.494; number 33, H, carries 0.486; number 34, H, carries 0.487



#x
Entry from the OMol25 dataset: 11 unconnected molecules or ions with the total composition H23O11 (the ωB97M-V functional and the def2-TZVPD basis).

Results
LUMO = -3.60 eV

ORCA input file:
```
! RIJCOSX wB97M-V def2-TZVPD def2/J DEFGRID3
* xyz 1 1
O -0.39341 2.09840 0.00374
O -2.75303 0.73943 -1.22353
O 0.47794 -0.65666 -3.85375
O -2.73556 -2.86135 1.19826
O -0.59332 0.14281 2.18892
O 1.62573 0.64346 -0.03292
O 3.64846 1.24169 1.76468
O 1.19578 -1.93466 -1.06904
O -0.66758 -0.62266 -0.39220
O 2.01668 2.59187 -1.64270
O -1.05619 -2.06443 4.61444
H -1.89184 -1.90161 4.15810
H -0.68455 -0.67917 2.13151
H -2.70659 -1.91292 1.34160
H -2.48267 1.76679 -1.45347
H -0.65241 -1.08818 0.33438
H 0.84308 1.12611 0.55012
H -0.36263 -1.16070 -4.23641
H 2.99698 0.97509 1.16574
H -3.53199 -3.15954 1.60500
H 1.49185 1.14659 -0.84683
H 4.43128 0.94403 1.43605
H 0.48586 -1.85117 -1.69061
H 0.91500 -0.29176 -0.08414
H -3.67877 0.65255 -1.52161
H -0.28324 0.30003 3.12173
H 0.49725 0.15681 -4.37913
H -0.66429 -2.55758 3.89257
H -0.66548 2.70279 0.66801
H -0.17827 2.72362 -0.98531
H 1.71931 2.81989 -2.54041
H 1.97575 -2.08296 -1.56710
H -1.41955 -0.60129 -1.13877
H 3.08044 2.65466 -1.51691
*
```

Want to see where the charge sits? The natural (NBO) charges in e are: number 1, O, carries -0.952; number 2, O, carries -0.967; number 3, O, carries -0.963; number 4, O, carries -0.941; number 5, O, carries -0.928; number 6, O, carries -0.910; number 7, O, carries -0.933; number 8, O, carries -0.944; number 9, O, carries -0.988; number 10, O, carries -1.003; number 11, O, carries -0.915; number 12, H, carries 0.458; number 13, H, carries 0.434; number 14, H, carries 0.460; number 15, H, carries 0.494; number 16, H, carries 0.472; number 17, H, carries 0.577; number 18, H, carries 0.487; number 19, H, carries 0.463; number 20, H, carries 0.482; number 21, H, carries 0.543; number 22, H, carries 0.463; number 23, H, carries 0.492; number 24, H, carries 0.589; number 25, H, carries 0.492; number 26, H, carries 0.503; number 27, H, carries 0.477; number 28, H, carries 0.460; number 29, H, carries 0.500; number 30, H, carries 0.504; number 31, H, carries 0.503; number 32, H, carries 0.482; number 33, H, carries 0.569; number 34, H, carries 0.539



#y
Entry from the OMol25 dataset: 11 unconnected molecules or ions with the total composition H23O11 (the ωB97M-V functional and the def2-TZVPD basis).

Results
LUMO = -2.81 eV

ORCA input file:
```
! RIJCOSX wB97M-V def2-TZVPD def2/J DEFGRID3
* xyz 1 1
O -0.00221 -1.94131 0.17755
O -1.57336 -1.35244 -1.82150
O 1.25096 0.83730 2.48063
O -2.59827 -0.45711 3.88908
O 1.33555 -1.55522 -3.09150
O 2.51982 -1.01283 0.81440
O -1.23403 1.76887 2.50152
O -2.16123 3.36084 0.51968
O 1.83819 0.23028 -1.45179
O -0.14505 -3.37057 -2.44816
O 0.87414 3.42475 -1.36886
H -1.41765 3.96316 0.42712
H 1.52948 -0.87807 -2.29770
H 1.74398 1.64533 2.60963
H -1.03965 -1.09515 -1.06403
H 0.81489 -1.47627 0.46712
H 1.12823 4.34486 -1.46407
H 2.59264 -0.37253 1.54126
H 1.29061 -0.97337 -3.85374
H -1.60584 2.36037 1.81259
H 1.32762 1.02136 -1.60768
H 0.25254 -2.84757 -0.08054
H 0.01670 3.27754 -1.77558
H -2.48673 -1.57606 -1.58379
H 0.29929 1.11361 2.39203
H 0.58545 -2.36974 -3.13566
H -2.96444 3.89331 0.64943
H -1.90005 1.09108 2.66922
H 3.32762 -1.34804 0.42143
H 1.84220 0.04135 -0.49151
H -0.86010 -2.77015 -2.04960
H -1.95446 -0.98844 4.40502
H -2.89703 -1.15002 3.26783
H -0.54518 -3.83003 -3.20223
*
```

Want to see where the charge sits? The natural (NBO) charges in e are: number 1, O, carries -1.000; number 2, O, carries -0.973; number 3, O, carries -1.022; number 4, O, carries -0.944; number 5, O, carries -0.875; number 6, O, carries -1.003; number 7, O, carries -0.994; number 8, O, carries -0.955; number 9, O, carries -0.944; number 10, O, carries -0.937; number 11, O, carries -0.969; number 12, H, carries 0.489; number 13, H, carries 0.534; number 14, H, carries 0.472; number 15, H, carries 0.522; number 16, H, carries 0.510; number 17, H, carries 0.493; number 18, H, carries 0.542; number 19, H, carries 0.514; number 20, H, carries 0.499; number 21, H, carries 0.513; number 22, H, carries 0.490; number 23, H, carries 0.478; number 24, H, carries 0.501; number 25, H, carries 0.516; number 26, H, carries 0.537; number 27, H, carries 0.498; number 28, H, carries 0.502; number 29, H, carries 0.506; number 30, H, carries 0.527; number 31, H, carries 0.518; number 32, H, carries 0.482; number 33, H, carries 0.470; number 34, H, carries 0.501



How do the energies compare? Relative to the most stable structure, in eV: #w 1.628; #x 5.581; #y 0.000.